Here is a 5-piece molecular cluster, C49H103FN5O4P overall from the Open Molecules 2025 dataset. Energies are from wB97M-V/def2-TZVPD.

The orbital gap comes out at 6.93 eV. Its spin multiplicity is 1. The structure (SMILES) is CCOCCCCCC1=C([PH2]=N)C(=O)C(F)=C(CCCCCCCCCCCOC)C1=O.CCN(CC)CC.CCN(CC)CC.CCN(CC)CC.CCN(CC)CC. The HOMO energy is -8.050 eV.

Each line ends with the Löwdin charge.
Cartesian coordinates (Å):
C  -3.448  -2.638  1.602  -0.055
C  -4.302  -1.586  0.842  -0.261
O  -4.546  -2.121  -0.468  -0.173
C  -5.074  -1.116  -1.358  -0.207
C  -4.235  -1.153  -2.662  -0.161
C  -3.378  0.107  -2.916  -0.218
C  -2.616  0.618  -1.664  -0.186
C  -1.570  1.702  -2.102  -0.124
C  -0.139  1.421  -1.654  -0.118
C  0.695  0.504  -2.143  -0.201
P  0.210  -0.665  -3.468  0.797
N  -0.732  -1.811  -2.897  -0.280
C  2.100  0.455  -1.555  -0.332
O  3.054  0.285  -2.217  0.156
C  2.155  0.692  -0.057  -0.176
F  2.998  0.046  0.732  0.125
C  1.336  1.588  0.450  -0.074
C  1.350  1.818  1.947  -0.106
C  0.238  1.050  2.714  -0.168
C  0.114  -0.468  2.381  -0.191
C  0.867  -1.419  3.363  -0.186
C  1.936  -2.349  2.717  -0.199
C  1.484  -3.102  1.428  -0.191
C  2.622  -3.128  0.364  -0.210
C  2.532  -4.395  -0.546  -0.194
C  3.611  -4.267  -1.674  -0.194
C  3.017  -3.889  -3.063  -0.184
C  3.764  -4.556  -4.248  -0.227
O  3.864  -3.766  -5.430  -0.194
C  2.609  -3.336  -5.923  -0.134
C  0.412  2.291  -0.510  -0.283
O  0.139  3.433  -0.426  0.161
H  -3.620  -3.604  1.106  0.081
H  -3.795  -2.654  2.643  0.074
H  -2.378  -2.408  1.503  0.050
H  -5.292  -1.462  1.322  0.110
H  -3.754  -0.632  0.760  0.101
H  -6.097  -1.452  -1.611  0.120
H  -5.117  -0.116  -0.903  0.094
H  -3.593  -2.045  -2.694  0.107
H  -4.923  -1.249  -3.522  0.108
H  -4.002  0.928  -3.315  0.119
H  -2.617  -0.113  -3.680  0.066
H  -3.354  1.129  -1.022  0.102
H  -2.169  -0.189  -1.068  0.098
H  -1.567  1.866  -3.193  0.116
H  -1.871  2.659  -1.649  0.114
H  1.378  -1.314  -3.940  -0.008
H  -0.487  0.008  -4.504  0.012
H  -0.901  -1.676  -1.904  -0.043
H  2.339  1.629  2.382  0.121
H  1.148  2.896  2.106  0.111
H  0.391  1.201  3.796  0.110
H  -0.751  1.496  2.504  0.108
H  -0.962  -0.702  2.495  0.092
H  0.329  -0.684  1.322  0.090
H  1.400  -0.781  4.093  0.103
H  0.134  -1.982  3.962  0.106
H  2.873  -1.786  2.601  0.097
H  2.153  -3.129  3.470  0.106
H  1.335  -4.163  1.699  0.106
H  0.525  -2.760  1.013  0.096
H  3.591  -3.211  0.886  0.118
H  2.596  -2.267  -0.318  0.094
H  2.698  -5.314  0.035  0.108
H  1.535  -4.389  -1.014  0.105
H  4.340  -3.477  -1.425  0.111
H  4.193  -5.196  -1.793  0.103
H  3.080  -2.794  -3.201  0.100
H  1.948  -4.154  -3.146  0.102
H  4.802  -4.742  -3.920  0.121
H  3.346  -5.541  -4.534  0.110
H  2.576  -2.235  -5.816  0.076
H  2.494  -3.516  -7.010  0.079
H  1.742  -3.824  -5.448  0.092
C  -0.917  5.494  2.152  -0.086
C  0.077  6.331  2.943  -0.268
N  -0.484  6.913  4.148  -0.195
C  0.358  7.941  4.738  -0.248
C  1.728  7.511  5.268  -0.089
C  -1.086  5.979  5.085  -0.244
C  -0.212  4.841  5.625  -0.084
H  -1.822  6.063  1.929  0.082
H  -0.470  5.189  1.205  0.052
H  -1.201  4.584  2.687  0.061
H  0.411  7.142  2.290  0.120
H  0.966  5.716  3.157  0.095
H  -0.192  8.441  5.540  0.112
H  0.516  8.718  3.982  0.110
H  1.645  6.956  6.202  0.058
H  2.334  8.396  5.481  0.074
H  2.278  6.907  4.547  0.045
H  -1.961  5.531  4.603  0.101
H  -1.502  6.538  5.928  0.115
H  0.354  4.341  4.837  0.055
H  -0.847  4.086  6.096  0.072
H  0.485  5.187  6.387  0.052
C  2.430  -7.067  -6.936  -0.093
C  2.474  -8.050  -8.097  -0.271
N  1.482  -7.775  -9.120  -0.198
C  1.311  -8.864  -10.068  -0.252
C  2.500  -9.228  -10.962  -0.089
C  1.514  -6.440  -9.694  -0.247
C  2.818  -5.969  -10.346  -0.083
H  1.427  -7.007  -6.509  0.086
H  3.111  -7.395  -6.147  0.070
H  2.741  -6.065  -7.237  0.053
H  2.283  -9.046  -7.687  0.118
H  3.496  -8.072  -8.505  0.102
H  0.445  -8.651  -10.702  0.111
H  1.030  -9.758  -9.501  0.109
H  2.658  -8.491  -11.749  0.054
H  2.304  -10.181  -11.460  0.070
H  3.425  -9.342  -10.396  0.066
H  1.255  -5.726  -8.906  0.098
H  0.700  -6.345  -10.419  0.114
H  3.693  -6.181  -9.728  0.068
H  2.782  -4.887  -10.493  0.071
H  2.970  -6.417  -11.327  0.053
C  8.555  3.836  5.211  -0.092
C  7.038  3.900  5.319  -0.277
N  6.524  5.255  5.419  -0.197
C  5.129  5.316  5.824  -0.245
C  4.083  4.719  4.879  -0.091
C  6.907  6.162  4.349  -0.247
C  6.554  5.768  2.911  -0.083
H  9.029  4.382  6.028  0.080
H  8.886  2.798  5.263  0.072
H  8.916  4.245  4.265  0.064
H  6.753  3.355  6.223  0.117
H  6.597  3.352  4.472  0.100
H  4.863  6.357  6.031  0.110
H  5.040  4.807  6.790  0.111
H  3.919  5.350  4.006  0.046
H  3.124  4.643  5.398  0.060
H  4.350  3.716  4.542  0.067
H  7.990  6.309  4.402  0.101
H  6.493  7.152  4.558  0.114
H  6.806  4.729  2.691  0.067
H  7.119  6.391  2.214  0.072
H  5.499  5.923  2.692  0.053
C  -7.160  1.163  1.294  -0.092
C  -8.173  0.343  2.080  -0.273
N  -8.280  0.740  3.471  -0.198
C  -9.005  -0.218  4.292  -0.252
C  -10.487  -0.449  3.981  -0.088
C  -8.593  2.139  3.712  -0.249
C  -9.877  2.704  3.095  -0.084
H  -6.183  1.157  1.782  0.078
H  -7.037  0.739  0.295  0.060
H  -7.482  2.199  1.174  0.067
H  -7.847  -0.701  2.040  0.112
H  -9.143  0.385  1.561  0.103
H  -8.906  0.067  5.343  0.111
H  -8.490  -1.181  4.213  0.109
H  -11.106  0.387  4.306  0.054
H  -10.840  -1.331  4.522  0.070
H  -10.666  -0.626  2.920  0.067
H  -7.753  2.741  3.352  0.101
H  -8.609  2.319  4.791  0.114
H  -9.995  2.422  2.048  0.067
H  -9.850  3.796  3.134  0.072
H  -10.765  2.390  3.641  0.053

Here is a 12-piece molecular cluster, C49H106N2O32 overall from the Open Molecules 2025 dataset. Energies are from wB97M-V/def2-TZVPD.

The orbital gap comes out at 8.81 eV. Its spin multiplicity is 1. The structure (SMILES) is CCOC(=O)OC.CCOC(=O)OC.CCOC(=O)OC.CCOC(=O)OC.CCOC(=O)OC.CCOC(=O)OC.CCOC(=O)OC.CCOC(=O)OC.CCOC(=O)OC.COCCNCCOC.COCCNCCOC.CO. The HOMO energy is -8.327 eV.

Each line ends with the Löwdin charge.
Cartesian coordinates (Å):
C  -3.272  -1.748  -3.924  -0.049
C  -4.038  -1.128  -2.728  -0.241
O  -5.358  -0.953  -3.088  -0.013
C  -6.306  -0.834  -2.063  -0.447
O  -6.059  -0.628  -0.865  0.105
O  -7.587  -0.933  -2.576  -0.016
C  -7.777  -1.082  -3.976  -0.067
H  -3.110  -1.075  -4.766  0.066
H  -3.790  -2.649  -4.252  0.069
H  -2.309  -2.168  -3.635  0.045
H  -3.587  -0.249  -2.267  0.123
H  -3.869  -1.862  -1.940  0.113
H  -7.289  -1.987  -4.338  0.092
H  -7.446  -0.234  -4.576  0.096
H  -8.844  -1.214  -4.154  0.092
C  -2.770  3.941  1.399  -0.055
C  -2.994  3.894  2.924  -0.193
O  -2.812  2.554  3.391  0.027
C  -3.165  2.350  4.679  -0.545
O  -3.634  3.194  5.422  0.116
O  -2.942  1.037  4.947  -0.038
C  -3.404  0.498  6.179  -0.043
H  -3.265  3.118  0.884  0.082
H  -1.700  3.996  1.198  0.054
H  -3.290  4.851  1.100  0.075
H  -4.001  4.234  3.166  0.122
H  -2.327  4.550  3.485  0.113
H  -2.620  0.726  6.901  0.100
H  -3.547  -0.575  6.051  0.094
H  -4.342  0.958  6.490  0.095
C  4.285  2.451  4.897  -0.051
C  2.906  3.045  5.157  -0.221
O  1.998  2.045  5.386  0.046
C  1.487  1.209  4.511  -0.526
O  1.817  1.141  3.311  0.085
O  0.591  0.432  5.148  0.014
C  -0.170  -0.510  4.441  -0.051
H  4.598  1.545  5.416  0.088
H  5.012  3.247  5.057  0.081
H  4.391  2.102  3.870  0.052
H  2.577  3.708  4.357  0.109
H  3.052  3.627  6.066  0.125
H  0.432  -1.398  4.248  0.099
H  -0.580  -0.104  3.516  0.094
H  -1.076  -0.878  4.923  0.083
C  -1.012  1.528  0.126  -0.070
C  -0.048  0.753  -0.681  -0.246
O  0.345  -0.427  -0.040  0.055
C  -0.244  -1.599  -0.398  -0.494
O  -1.026  -1.803  -1.327  0.093
O  0.106  -2.568  0.482  -0.012
C  -0.501  -3.840  0.303  -0.038
H  -0.774  1.532  1.189  0.091
H  -1.989  1.074  -0.044  0.091
H  -1.194  2.500  -0.332  0.064
H  0.811  1.404  -0.847  0.112
H  -0.565  0.634  -1.633  0.105
H  0.136  -4.552  -0.222  0.081
H  -1.464  -3.814  -0.207  0.078
H  -0.832  -4.180  1.284  0.095
C  4.613  1.462  0.774  -0.028
C  5.406  0.280  0.075  -0.157
O  4.636  -0.919  -0.003  0.035
C  3.868  -1.070  -1.038  -0.550
O  3.809  -0.319  -2.026  0.083
O  3.193  -2.250  -1.030  -0.002
C  3.255  -3.093  0.044  -0.086
H  4.022  1.035  1.584  0.062
H  3.870  1.967  0.155  0.055
H  5.363  2.176  1.116  0.079
H  6.266  -0.026  0.671  0.123
H  5.768  0.591  -0.905  0.118
H  4.244  -3.514  0.226  0.108
H  2.483  -3.860  -0.030  0.069
H  2.960  -2.506  0.913  0.101
C  -2.359  10.298  -1.894  -0.051
C  -3.555  9.587  -2.620  -0.185
O  -3.978  8.411  -1.900  0.009
C  -3.364  7.235  -2.217  -0.442
O  -2.335  7.132  -2.922  0.078
O  -4.030  6.196  -1.527  -0.036
C  -3.594  4.888  -1.743  -0.079
H  -1.435  9.720  -1.919  0.046
H  -2.562  10.399  -0.828  0.077
H  -2.102  11.233  -2.391  0.074
H  -3.339  9.372  -3.666  0.119
H  -4.413  10.260  -2.606  0.116
H  -4.305  4.203  -1.282  0.098
H  -2.662  4.807  -1.183  0.077
H  -3.522  4.647  -2.803  0.101
C  0.757  7.752  -0.818  -0.051
C  0.455  6.364  -1.166  -0.245
O  1.633  5.739  -1.613  0.043
C  1.574  4.504  -2.123  -0.518
O  0.566  3.777  -2.155  0.079
O  2.815  4.207  -2.518  0.025
C  3.131  2.913  -2.999  -0.032
H  1.321  7.709  0.114  0.087
H  -0.170  8.301  -0.650  0.071
H  1.231  8.332  -1.610  0.094
H  -0.327  6.274  -1.920  0.114
H  0.145  5.858  -0.252  0.117
H  3.815  2.994  -3.843  0.099
H  2.310  2.320  -3.402  0.084
H  3.626  2.270  -2.270  0.070
C  -1.372  -1.638  -8.906  -0.070
C  -1.555  -0.586  -7.826  -0.250
O  -0.420  -0.536  -6.969  -0.004
C  -0.225  -1.624  -6.089  -0.471
O  -1.001  -2.550  -5.866  0.092
O  0.954  -1.424  -5.419  -0.017
C  1.279  -2.325  -4.346  -0.020
H  -0.532  -1.316  -9.521  0.081
H  -2.318  -1.576  -9.444  0.082
H  -1.176  -2.621  -8.478  0.074
H  -2.520  -0.755  -7.348  0.116
H  -1.640  0.347  -8.383  0.122
H  0.576  -2.376  -3.514  0.085
H  2.249  -2.012  -3.961  0.092
H  1.411  -3.309  -4.796  0.077
C  0.681  6.346  5.960  -0.062
C  0.027  6.819  4.674  -0.191
O  -0.042  5.895  3.545  0.022
C  1.055  5.533  2.869  -0.563
O  2.177  5.934  3.129  0.114
O  0.692  4.695  1.873  -0.026
C  1.677  3.912  1.277  -0.045
H  0.540  7.075  6.758  0.085
H  1.720  6.040  5.840  0.065
H  0.204  5.396  6.204  0.079
H  0.530  7.733  4.358  0.118
H  -0.981  7.187  4.864  0.122
H  2.359  4.555  0.721  0.104
H  1.235  3.331  0.468  0.081
H  2.105  3.256  2.036  0.085
C  0.112  -6.631  3.360  -0.084
O  0.971  -5.592  3.843  -0.196
C  2.168  -5.519  3.109  -0.233
C  3.235  -6.300  3.870  -0.212
N  4.597  -5.741  3.707  -0.061
C  5.575  -6.620  4.338  -0.206
C  5.566  -6.528  5.872  -0.233
O  5.668  -5.183  6.308  -0.189
C  5.434  -4.994  7.729  -0.089
H  -0.852  -6.569  3.865  0.090
H  0.596  -7.559  3.664  0.084
H  0.061  -6.558  2.274  0.077
H  2.495  -4.481  3.051  0.117
H  2.152  -5.877  2.079  0.113
H  3.182  -7.358  3.613  0.116
H  2.970  -6.307  4.927  0.111
H  4.595  -4.814  4.107  0.101
H  6.515  -6.230  3.948  0.111
H  5.437  -7.644  3.991  0.118
H  6.450  -7.048  6.240  0.119
H  4.639  -6.994  6.205  0.111
H  6.031  -5.686  8.322  0.079
H  4.420  -5.143  8.098  0.080
H  5.686  -3.994  8.082  0.082
C  -3.742  -6.113  -0.475  -0.105
O  -2.776  -5.669  -1.405  -0.202
C  -3.372  -5.370  -2.667  -0.207
C  -2.205  -5.056  -3.568  -0.238
N  -1.494  -6.268  -3.903  -0.049
C  -0.156  -6.080  -4.498  -0.168
C  0.884  -5.725  -3.453  -0.232
O  1.197  -6.855  -2.618  -0.188
C  2.296  -6.577  -1.717  -0.078
H  -4.177  -6.965  -0.997  0.081
H  -4.585  -5.463  -0.239  0.090
H  -3.263  -6.512  0.419  0.086
H  -4.100  -4.559  -2.665  0.117
H  -3.841  -6.256  -3.095  0.124
H  -1.593  -4.305  -3.069  0.102
H  -2.524  -4.623  -4.517  0.112
H  -1.466  -6.811  -3.052  0.099
H  -0.201  -5.357  -5.312  0.111
H  0.107  -6.998  -5.024  0.116
H  0.648  -4.856  -2.839  0.104
H  1.759  -5.400  -4.017  0.106
H  1.950  -5.850  -0.982  0.050
H  3.158  -6.200  -2.267  0.087
H  2.566  -7.527  -1.257  0.088
C  -0.852  1.585  -4.291  -0.130
O  -1.565  2.364  -3.333  -0.134
H  0.175  1.949  -4.274  0.070
H  -0.840  0.572  -3.889  0.066
H  -1.244  1.619  -5.308  0.078
H  -0.838  2.727  -2.821  0.003

Molecular weight, respectively: 876.37 1235.37 g mol⁻¹.